Record 1
7 unconnected molecules or ions with the total composition C24H72N7O9 in a non-equilibrium geometry. Source: the OMol25 dataset; level of theory: ωB97M-V/def2-TZVPD.

Calculated values
HOMO (spin up / spin down) in Eh: -0.4096 / -0.6465
E_tot in eV: -54868.778
Max |F| in eV/Å: 4.168

ORCA input file:
```
! wB97M-V def2-TZVPD RIJCOSX def2/J DEFGRID3
* xyz 4 2
C -0.39861 3.19959 -3.41730
C -0.50303 1.74249 -3.92835
C 0.16108 1.52157 -5.32158
O 0.09375 0.16709 -5.73973
C 0.02800 -0.11935 -7.17720
N 0.16785 0.92238 -2.82737
H -0.17810 1.06683 -1.88953
H 0.27522 -0.02375 -3.16413
H 1.10533 1.29720 -2.80036
H -0.64548 3.33248 -2.36398
H -1.09257 3.88221 -3.90777
H 0.65437 3.47438 -3.47907
H -1.54209 1.45882 -4.09566
H 1.21918 1.77735 -5.37738
H -0.37057 2.22788 -5.95920
H 1.05743 -0.07965 -7.53329
H -0.70742 0.55928 -7.60931
H -0.28385 -1.15517 -7.31113
C -1.06951 -0.92727 3.92378
C -0.64692 -1.27692 5.40005
C 0.22109 -2.57599 5.47171
O 0.61397 -2.70932 6.83252
C 1.39458 -3.90452 7.11721
N 0.27082 -0.12848 5.82534
H 1.10057 -0.18156 5.25192
H -0.16851 0.77845 5.75771
H 0.58331 -0.09428 6.78517
H -1.39773 0.10628 3.81361
H -1.92370 -1.56613 3.69945
H -0.32271 -1.06699 3.14219
H -1.47040 -1.32588 6.11249
H 1.04836 -2.46181 4.77122
H -0.35047 -3.43414 5.11818
H 1.42806 -4.42542 8.07410
H 2.40863 -3.63485 6.82210
H 0.93077 -4.64891 6.47002
C 1.57802 -3.06748 0.18301
C 2.81761 -2.38893 0.74807
C 4.23714 -2.83815 0.25969
O 5.13921 -2.11759 1.11357
C 6.52252 -2.16147 0.66754
N 2.63745 -0.84322 0.61655
H 3.25651 -0.32507 1.22350
H 2.59662 -0.43963 -0.30841
H 1.72824 -0.63703 1.00504
H 1.53320 -4.14530 0.33922
H 1.45322 -2.91213 -0.88862
H 0.67303 -2.71657 0.67895
H 2.78912 -2.47441 1.83434
H 4.34356 -2.65436 -0.80942
H 4.46629 -3.90358 0.28123
H 6.70597 -1.80133 -0.34475
H 6.92509 -3.17437 0.67639
H 7.06089 -1.60271 1.43309
C 5.55252 6.31198 -3.22676
C 5.31770 5.61616 -1.91091
C 3.84216 5.10435 -1.76274
O 3.55425 4.19022 -0.64186
C 2.14949 4.20766 -0.25181
N 6.28730 4.41090 -1.66679
H 6.45865 3.86809 -2.50112
H 7.17084 4.80811 -1.38100
H 6.00611 3.81704 -0.89974
H 5.00237 7.22136 -3.46857
H 5.53154 5.71706 -4.13986
H 6.55723 6.72377 -3.13145
H 5.49225 6.25065 -1.04197
H 3.39697 4.62674 -2.63555
H 3.15019 5.94026 -1.66016
H 1.85956 3.26796 0.21830
H 1.52933 4.32841 -1.14003
H 1.87256 5.05985 0.36881
C -6.83799 1.55505 -0.73849
C -5.35924 0.99077 -0.68644
C -4.61934 1.40541 -1.99663
O -3.37009 0.73327 -2.09178
C -3.58834 -0.54976 -2.57976
N -4.65946 1.56902 0.58916
H -4.47889 2.56111 0.53216
H -5.04010 1.37217 1.50374
H -3.69423 1.27188 0.60044
H -7.32853 1.09583 0.11975
H -7.44023 1.23724 -1.58961
H -6.81091 2.64164 -0.65675
H -5.33931 -0.09731 -0.62487
H -4.36419 2.46512 -1.99262
H -5.33309 1.23841 -2.80333
H -3.99152 -0.43736 -3.58619
H -4.22735 -1.17122 -1.95242
H -2.65709 -1.09088 -2.74732
C -1.94234 -3.10302 -0.58450
C -2.19086 -3.41431 0.87828
C -3.55853 -2.87334 1.38574
O -3.83535 -3.32456 2.74239
C -5.08113 -3.00093 3.19719
N -2.15309 -4.89003 1.13335
H -2.89930 -5.10456 1.77929
H -2.41276 -5.47048 0.34865
H -1.28978 -5.27665 1.48735
H -2.70874 -3.57830 -1.19674
H -1.05485 -3.47214 -1.09853
H -1.84374 -2.02809 -0.73583
H -1.46184 -3.02163 1.58711
H -4.45187 -3.18952 0.84715
H -3.49845 -1.78737 1.45761
H -5.08756 -3.09944 4.28271
H -5.84361 -3.66786 2.79480
H -5.18633 -1.93241 3.00928
N -0.81974 0.60546 0.75254
O -1.77227 0.97827 1.45503
O -0.43178 -0.56471 0.81103
O -0.22212 1.38446 0.04465
*
```

Löwdin population analysis, charges in e, atoms 1 to 99: -0.03, -0.28, -0.19, -0.23, -0.03, 0.23, 0.08, 0.13, 0.10, 0.08, 0.10, 0.08, 0.14, 0.13, 0.14, 0.10, 0.10, 0.09, -0.04, -0.23, -0.20, -0.20, -0.03, 0.23, 0.14, 0.16, 0.17, 0.07, 0.07, 0.05, 0.16, 0.12, 0.13, 0.10, 0.10, 0.08, -0.07, -0.27, -0.18, -0.22, -0.07, 0.19, 0.10, 0.05, 0.06, 0.09, 0.08, 0.03, 0.13, 0.12, 0.14, 0.09, 0.09, 0.10, -0.03, -0.25, -0.16, -0.25, -0.09, 0.25, 0.17, 0.17, 0.15, 0.11, 0.10, 0.10, 0.16, 0.12, 0.13, 0.06, 0.06, 0.10, -0.01, -0.24, -0.16, -0.19, -0.12, 0.25, 0.17, 0.17, 0.10, 0.09, 0.10, 0.10, 0.13, 0.14, 0.14, 0.11, 0.08, 0.08, -0.04, -0.29, -0.13, -0.23, -0.11, 0.25, 0.16, 0.18, 0.18

=====

Record 2
12 unconnected molecules or ions with the total composition C24H72O24 in a non-equilibrium geometry. Source: the OMol25 dataset; level of theory: ωB97M-V/def2-TZVPD.

Calculated values
ΔE to the lowest compared entry with this formula, charge and spin in eV: 4.144
HOMO in Eh: -0.3567
E_tot in eV: -75187.178
Max |F| in eV/Å: 3.236
SMILES: OCCO.OCCO.OCCO.OCCO.OCCO.OCCO.OCCO.OCCO.OCCO.OCCO.OCCO.OCCO

ORCA input file:
```
! wB97M-V def2-TZVPD RIJCOSX def2/J DEFGRID3
* xyz 0 1
O 5.82091 1.86331 1.67301
C 5.29171 0.54035 1.81829
C 6.29566 -0.44733 1.35996
O 7.48464 -0.34364 2.16541
H 6.72660 1.74000 1.98208
H 5.20221 0.25230 2.86983
H 4.34352 0.54573 1.28372
H 6.44465 -0.41529 0.27752
H 5.94828 -1.47860 1.46929
H 8.23865 -0.41416 1.57416
O -5.62898 -1.55524 0.98439
C -5.38627 -2.57662 0.05415
C -3.95158 -2.77001 -0.45932
O -3.30428 -1.63505 -0.93617
H -6.27838 -1.85720 1.62277
H -5.63176 -3.58615 0.39318
H -6.00545 -2.40252 -0.83043
H -3.86324 -3.52215 -1.24586
H -3.29877 -3.05137 0.37281
H -2.55062 -1.49186 -0.35429
O -2.10569 -7.59832 -0.15941
C -1.80247 -6.57553 -1.09599
C -0.46339 -5.92355 -0.65055
O -0.66930 -4.97329 0.43080
H -2.60532 -7.27237 0.59395
H -1.71393 -7.21449 -1.97544
H -2.58128 -5.82324 -1.22615
H -0.04912 -5.35712 -1.48709
H 0.19231 -6.76610 -0.43057
H -0.17683 -4.17739 0.20814
O -3.35969 -2.96714 5.06632
C -3.46368 -1.57255 4.78335
C -2.60248 -1.05667 3.62505
O -1.21434 -1.12102 3.87394
H -2.43193 -3.19507 5.17714
H -4.49966 -1.42557 4.47863
H -3.25436 -1.05488 5.72174
H -3.00077 -0.12607 3.21500
H -2.84560 -1.74575 2.80800
H -0.82435 -0.87977 3.02861
O 1.44483 1.77083 -0.41170
C 1.13761 0.37028 -0.16411
C -0.35740 0.05335 -0.03872
O -0.62903 -1.31033 -0.18963
H 0.92529 2.29124 0.21820
H 1.51866 -0.15268 -1.04370
H 1.77739 0.03504 0.65363
H -0.91816 0.58083 -0.81035
H -0.60112 0.45156 0.95091
H 0.14158 -1.69416 0.24929
O 4.04290 4.22515 1.89367
C 2.73336 3.83344 2.12480
C 1.75642 4.55822 1.12599
O 0.45981 3.94650 1.08764
H 4.64393 3.52285 2.15833
H 2.70584 2.74794 2.00168
H 2.45482 4.10864 3.14471
H 2.10701 4.68481 0.10145
H 1.67188 5.56899 1.53093
H -0.22278 4.48434 0.68216
O -1.26635 3.78246 5.19643
C -1.09343 2.96165 4.06931
C -2.31594 2.99992 3.11783
O -2.18983 2.08896 2.05646
H -0.43892 4.15879 5.50013
H -0.22574 3.34669 3.52805
H -0.87230 1.90076 4.21494
H -2.40354 3.98930 2.65631
H -3.26914 2.94371 3.64960
H -3.06087 1.96652 1.66722
O 0.88762 2.13174 -3.43564
C -0.53145 2.01798 -3.34043
C -1.15304 2.27892 -4.66841
O -0.94435 1.28941 -5.65739
H 1.23732 2.19324 -2.53936
H -1.04879 1.11046 -3.00832
H -0.91544 2.68976 -2.56847
H -0.74124 3.19482 -5.10074
H -2.22563 2.42928 -4.53263
H -0.20831 1.56386 -6.20770
O -4.24412 0.91095 0.07775
C -3.82040 1.46767 -1.12839
C -5.01004 1.80514 -2.02954
O -5.36164 0.66109 -2.88388
H -4.34567 -0.02238 -0.14364
H -3.32524 2.40986 -0.87895
H -3.10346 0.81500 -1.63006
H -4.69741 2.74085 -2.50109
H -5.87350 2.12035 -1.44528
H -5.05767 0.74761 -3.79046
O 3.37472 -2.36723 -1.62952
C 3.14134 -1.90497 -2.94289
C 2.77943 -3.20949 -3.78205
O 4.00535 -3.88036 -4.13911
H 4.30310 -2.56740 -1.48888
H 2.35397 -1.15662 -2.85521
H 4.06086 -1.42146 -3.27331
H 2.38870 -2.83077 -4.72806
H 2.06358 -3.81025 -3.22512
H 4.09692 -3.88978 -5.09351
O 2.30056 -3.69406 3.65423
C 1.82163 -4.07943 2.38838
C 2.67251 -3.60668 1.20035
O 1.76372 -2.76582 0.44277
H 3.22111 -3.96194 3.71263
H 1.85982 -5.17037 2.29582
H 0.74846 -3.90479 2.34919
H 3.07907 -4.43691 0.61706
H 3.58242 -3.02095 1.35949
H 2.31104 -2.60928 -0.34912
O 0.89965 6.41711 -4.47355
C 1.55387 5.46380 -3.64105
C 0.63266 4.94748 -2.50049
O 0.09088 6.04066 -1.78460
H 0.62704 7.12195 -3.87762
H 1.96970 4.67930 -4.27190
H 2.45872 5.86930 -3.17797
H 1.14980 4.16005 -1.95084
H -0.18095 4.46682 -3.04424
H -0.72960 5.78227 -1.35970
*
```

Löwdin population analysis, charges in e, atoms 1 to 99: -0.06, -0.23, -0.26, -0.05, 0.08, 0.13, 0.12, 0.12, 0.11, 0.09, -0.04, -0.24, -0.24, -0.07, 0.09, 0.12, 0.12, 0.12, 0.12, 0.05, -0.08, -0.23, -0.20, -0.08, 0.09, 0.12, 0.11, 0.11, 0.11, 0.04, -0.07, -0.23, -0.25, -0.05, 0.08, 0.12, 0.12, 0.11, 0.11, 0.07, -0.08, -0.19, -0.22, -0.06, 0.05, 0.10, 0.11, 0.11, 0.11, 0.05, -0.06, -0.24, -0.19, -0.10, 0.05, 0.11, 0.11, 0.11, 0.12, 0.09, -0.05, -0.24, -0.24, -0.08, 0.08, 0.10, 0.11, 0.11, 0.12, 0.06, -0.05, -0.27, -0.26, -0.05, 0.05, 0.11, 0.10, 0.12, 0.12, 0.08, -0.07, -0.27, -0.19, -0.07, 0.04, 0.11, 0.10, 0.10, 0.12, 0.07, -0.10, -0.17, -0.18, -0.08, 0.11, 0.11, 0.12, 0.11, 0.11